Entry 1:
{"formula": "C43H35F5N9STc", "method": "ωB97M-V/def2-TZVPD", "species": ["Tc", "C", "N", "C", "C", "C", "C", "C", "N", "C", "C", "C", "C", "C", "C", "H", "H", "H", "H", "H", "H", "H", "H", "H", "H", "H", "C", "N", "C", "C", "N", "C", "S", "C", "C", "C", "C", "C", "N", "H", "H", "H", "H", "H", "H", "H", "H", "H", "C", "C", "C", "C", "C", "C", "N", "H", "H", "H", "H", "H", "H", "H", "H", "N", "C", "C", "C", "C", "C", "C", "C", "N", "C", "C", "N", "C", "H", "H", "H", "H", "H", "H", "H", "F", "C", "C", "C", "F", "C", "F", "C", "F", "C", "F"], "positions_angstrom": [[-0.5907, 1.4056, 0.9295], [-0.5978, 2.1143, -2.2291], [-1.3119, 1.6889, -1.0294], [-2.5972, 1.5004, -1.1567], [-3.3435, 1.2563, 0.0011], [-4.7067, 1.1053, 0.2866], [-4.7988, 1.0182, 1.6703], [-3.4964, 1.1185, 2.1728], [-2.6162, 1.2507, 1.1766], [-0.8362, 1.2908, -3.4818], [-0.7558, 1.9136, -4.7229], [-0.9074, 1.1833, -5.8902], [-1.1518, -0.1791, -5.8377], [-1.2569, -0.8044, -4.6059], [-1.0988, -0.0733, -3.4390], [0.4664, 2.1122, -1.9979], [-0.8835, 3.1511, -2.4459], [-3.0847, 1.5732, -2.1245], [-5.5107, 1.0877, -0.4272], [-5.6953, 0.9036, 2.2527], [-3.1906, 1.1133, 3.2059], [-0.5848, 2.9810, -4.7774], [-0.8429, 1.6838, -6.8456], [-1.2668, -0.7455, -6.7509], [-1.4674, -1.8646, -4.5578], [-1.1814, -0.5633, -2.4818], [-0.5431, 0.3453, 6.2599], [-0.8391, -0.7414, 5.3572], [-1.2006, -2.0163, 5.7081], [-1.3712, -2.7177, 4.5763], [-1.1057, -1.8683, 3.5045], [-0.7981, -0.6263, 4.0053], [-0.3440, 0.8589, 3.3497], [-1.2075, -2.3128, 2.1720], [-1.0433, -3.6720, 1.9035], [-1.3219, -4.1303, 0.6286], [-1.7662, -3.2264, -0.3239], [-1.8160, -1.8869, 0.0238], [-1.5107, -1.4287, 1.2326], [-0.6185, -0.0160, 7.2815], [-1.2437, 1.1655, 6.1022], [0.4594, 0.7275, 6.0674], [-1.3025, -2.3290, 6.7292], [-1.7129, -3.7234, 4.4387], [-0.7065, -4.3577, 2.6651], [-1.2103, -5.1777, 0.3868], [-2.0387, -3.5472, -1.3182], [-2.1295, -1.1371, -0.6884], [1.8803, 3.9281, -0.0503], [2.3139, 2.6815, 0.6282], [3.6505, 2.4419, 1.0263], [3.6864, 1.1595, 1.5170], [2.3734, 0.6529, 1.4170], [2.0022, -0.7283, 1.8169], [1.5302, 1.5952, 0.8847], [2.4890, 4.0712, -0.9469], [2.0752, 4.7819, 0.6008], [0.8298, 3.9119, -0.3205], [4.4634, 3.1417, 0.9444], [4.5397, 0.6233, 1.8929], [1.9692, -0.8050, 2.9058], [2.7739, -1.4167, 1.4660], [1.0448, -1.0252, 1.4029], [3.5870, -8.1497, -4.3661], [3.3733, -7.0791, -4.0140], [3.0754, -5.7638, -3.5522], [3.1456, -4.6714, -4.4151], [2.8369, -3.4080, -3.9486], [2.4563, -3.2324, -2.6228], [2.3837, -4.3213, -1.7601], [2.6918, -5.5848, -2.2227], [2.1221, -1.9478, -2.1467], [2.7804, -0.7690, -2.3811], [2.0878, 0.1858, -1.7023], [1.0054, -0.3704, -1.0698], [1.0679, -1.6475, -1.3482], [3.4286, -4.8187, -5.4476], [2.8680, -2.5560, -4.6129], [2.0990, -4.1711, -0.7272], [2.6411, -6.4408, -1.5655], [3.6722, -0.7056, -2.9744], [2.3297, 1.2280, -1.6178], [0.3622, -2.3943, -1.0354], [-2.5262, 3.9645, 0.0067], [-1.6543, 4.3693, 0.9436], [-0.7556, 3.4564, 1.4952], [0.0636, 4.0180, 2.4771], [0.9846, 3.2571, 3.1036], [0.0377, 5.3524, 2.8529], [0.8678, 5.7988, 3.7994], [-0.8440, 6.2233, 2.2321], [-0.8554, 7.5140, 2.5423], [-1.7048, 5.7173, 1.2713], [-2.5710, 6.5287, 0.6652]], "forces_ev_per_angstrom": [[-0.674, 0.194, 0.697], [0.066, 0.142, -0.122], [-0.459, -0.124, -0.387], [0.241, 0.144, 0.039], [-0.325, -0.236, 0.156], [0.312, 0.007, -0.171], [0.128, -0.025, 0.057], [-0.260, -0.052, 0.232], [-0.187, 0.095, -0.166], [0.015, 0.033, 0.056], [-0.017, -0.018, 0.106], [0.029, 0.039, -0.101], [0.019, 0.004, -0.039], [0.019, -0.021, 0.005], [-0.013, 0.009, 0.016], [-0.034, 0.045, -0.029], [0.126, -0.021, 0.045], [0.077, 0.022, -0.067], [-0.072, -0.007, -0.085], [-0.064, 0.020, 0.071], [0.089, 0.000, 0.021], [0.032, 0.057, 0.004], [0.003, 0.029, -0.055], [-0.035, -0.022, -0.031], [-0.002, -0.047, 0.029], [0.002, -0.028, 0.039], [0.073, 0.377, 0.223], [-0.085, -0.100, -0.600], [-0.031, -0.445, -0.071], [-0.025, -0.066, 0.299], [0.078, 0.459, 0.612], [0.068, -0.199, -0.180], [0.042, 0.547, -0.069], [-0.039, -0.237, -0.752], [0.039, 0.056, 0.102], [-0.100, 0.169, -0.054], [-0.040, -0.079, 0.064], [-0.115, -0.048, -0.080], [0.109, 0.103, 0.356], [-0.003, -0.042, -0.017], [-0.005, -0.054, 0.021], [-0.021, -0.059, 0.059], [-0.052, 0.035, 0.097], [-0.005, -0.061, -0.007], [0.024, -0.006, 0.044], [-0.004, -0.049, 0.030], [-0.037, 0.015, -0.059], [0.023, 0.074, -0.073], [-0.037, -0.254, -0.043], [-0.802, 0.066, -0.244], [0.701, -0.923, 0.489], [0.649, 1.058, -0.251], [-0.649, -0.231, -0.068], [0.029, 0.080, -0.149], [0.680, 0.110, 0.115], [0.035, 0.019, -0.023], [-0.045, 0.068, 0.007], [0.026, 0.044, -0.023], [0.049, 0.071, -0.047], [0.044, -0.072, 0.060], [0.005, 0.033, 0.014], [0.032, -0.006, -0.038], [-0.005, 0.015, 0.074], [0.066, -0.152, -0.069], [0.030, -0.261, -0.127], [-0.135, 0.401, 0.214], [0.037, -0.095, 0.080], [-0.047, 0.142, 0.113], [0.096, -0.468, -0.193], [-0.029, 0.151, 0.006], [-0.004, -0.030, -0.167], [-0.081, 0.136, 0.113], [0.110, 0.309, -0.060], [0.132, -0.167, -0.113], [-0.067, -0.299, 0.146], [-0.069, 0.075, -0.035], [0.019, -0.003, -0.004], [-0.009, 0.028, -0.039], [0.024, 0.009, 0.033], [0.011, -0.010, 0.034], [0.089, -0.079, -0.061], [0.040, 0.107, -0.047], [0.048, -0.087, -0.002], [-0.023, 0.256, -0.009], [0.098, -0.246, -0.049], [0.114, -0.233, 0.244], [-0.291, 0.031, -0.198], [0.166, 0.136, 0.070], [-0.014, -0.077, -0.016], [-0.002, 0.050, -0.047], [0.052, -0.206, -0.064], [-0.040, -0.045, 0.045], [0.039, -0.056, 0.045], [0.019, -0.021, 0.018]], "total_charge": 1, "fmax_ha_per_bohr": 0.025, "e_homo_ev": [-9.94, -9.76], "total_energy_ev": -85184.55788, "multiplicity": 4, "relative_energy_kcal_mol": 0.0, "s_squared": 3.780}


Entry 2:
{"formula": "C43H35I2N6O2PSW", "method": "ωB97M-V/def2-TZVPD", "species": ["W", "N", "C", "S", "N", "N", "C", "C", "C", "C", "C", "C", "N", "H", "H", "H", "H", "H", "H", "H", "C", "C", "N", "C", "C", "C", "O", "C", "C", "N", "C", "C", "C", "C", "C", "C", "I", "C", "O", "H", "H", "H", "H", "H", "H", "H", "H", "H", "H", "H", "H", "I", "C", "C", "C", "C", "C", "C", "C", "C", "C", "P", "C", "C", "C", "C", "C", "C", "C", "C", "C", "C", "C", "C", "C", "H", "H", "H", "H", "H", "H", "H", "H", "H", "H", "H", "H", "H", "H", "H", "H"], "positions_angstrom": [[-0.8438, 1.1253, -0.3360], [-0.6781, 3.1806, -4.3807], [-0.8853, 2.3966, -3.3192], [-0.8248, 3.1591, -1.7383], [-1.1186, 1.1270, -3.5143], [-1.3912, 0.5031, -2.3167], [-2.1454, -0.5447, -2.3555], [-2.6533, -1.0943, -1.0862], [-3.5471, -2.1385, -1.0289], [-4.1104, -2.4648, 0.2096], [-3.7637, -1.7316, 1.3275], [-2.8361, -0.6993, 1.2057], [-2.2943, -0.4016, 0.0277], [-0.5403, 4.1708, -4.2788], [-0.7906, 2.7978, -5.3058], [-2.4804, -0.9161, -3.3169], [-3.8245, -2.6679, -1.9293], [-4.8229, -3.2745, 0.2825], [-4.1928, -1.9415, 2.2960], [-2.5214, -0.0914, 2.0457], [2.3787, -0.7981, 2.7902], [1.8568, 0.6030, 2.8643], [2.4396, 1.4193, 3.7373], [2.0723, 2.6991, 3.7884], [1.1081, 3.2891, 2.9786], [0.7737, 4.7487, 3.1467], [-0.2719, 4.9485, 4.0894], [0.4736, 2.4351, 2.0753], [-0.5185, 2.7870, 1.0323], [-1.7930, 2.1884, 1.0564], [-2.9093, 3.0535, 1.2654], [-2.8259, 3.8884, 2.3828], [-3.8242, 4.8001, 2.6676], [-4.9349, 4.8983, 1.8433], [-5.0408, 4.0707, 0.7389], [-4.0385, 3.1498, 0.4532], [-4.2941, 1.9676, -1.2203], [0.8453, 1.1046, 2.0475], [0.2325, 0.3554, 1.0842], [2.4158, -1.2276, 3.7903], [3.4019, -0.7737, 2.4099], [1.7880, -1.4443, 2.1421], [2.6053, 3.3090, 4.5108], [0.4127, 5.1829, 2.2135], [1.6698, 5.3043, 3.4329], [0.0757, 4.8245, 4.9778], [-0.5110, 3.8200, 0.6828], [-1.9777, 3.8097, 3.0481], [-3.7264, 5.4326, 3.5388], [-5.7169, 5.6136, 2.0551], [-5.9049, 4.1364, 0.0932], [1.7757, 1.7369, -1.2665], [3.3725, 0.5687, -0.6017], [4.4348, 1.4057, -0.3450], [5.6985, 0.8931, -0.0068], [5.8524, -0.4538, 0.0572], [4.7697, -1.3328, -0.1892], [5.0347, -2.7189, -0.1160], [4.0502, -3.6237, -0.3446], [2.7530, -3.1588, -0.6108], [2.4173, -1.8242, -0.6859], [0.6042, -1.5651, -0.9944], [-0.1528, -2.9163, -0.0127], [-0.4671, -2.6987, 1.3285], [-0.9560, -3.7284, 2.1227], [-1.1661, -4.9865, 1.5865], [-0.8608, -5.2201, 0.2514], [-0.3503, -4.2015, -0.5346], [0.4434, -2.0343, -2.7436], [1.4183, -1.5287, -3.6100], [1.3418, -1.7506, -4.9738], [0.2861, -2.4814, -5.5028], [-0.6942, -2.9798, -4.6593], [-0.6197, -2.7527, -3.2915], [3.4612, -0.8490, -0.5070], [4.3168, 2.4790, -0.4069], [6.5212, 1.5661, 0.1869], [6.8127, -0.8877, 0.3026], [6.0413, -3.0376, 0.1218], [4.2405, -4.6865, -0.3044], [1.9971, -3.9090, -0.7463], [-0.2897, -1.7315, 1.7738], [-1.1647, -3.5405, 3.1680], [-1.5449, -5.7890, 2.2048], [-0.9935, -6.2050, -0.1749], [-0.0786, -4.4291, -1.5571], [2.2622, -0.9738, -3.2163], [2.1133, -1.3617, -5.6241], [0.2343, -2.6692, -6.5664], [-1.5141, -3.5594, -5.0621], [-1.3982, -3.1538, -2.6539]], "forces_ev_per_angstrom": [[1.205, 0.200, 1.365], [-0.015, 0.039, 0.098], [-0.062, -0.099, -0.477], [-0.100, -0.143, 0.075], [-0.014, -0.129, 0.460], [-0.611, -0.154, -0.313], [-0.017, 0.178, 0.192], [0.161, 0.254, -0.355], [-0.087, 0.006, 0.298], [0.116, 0.062, -0.201], [0.175, 0.169, 0.009], [-0.132, -0.244, -0.071], [-0.304, -0.086, -0.275], [0.019, -0.001, 0.007], [-0.005, -0.012, 0.004], [-0.083, 0.024, 0.063], [-0.001, -0.016, -0.023], [-0.017, -0.012, 0.009], [-0.019, -0.017, 0.010], [-0.018, -0.037, -0.037], [-0.037, -0.070, -0.023], [0.019, -0.055, 0.167], [-0.064, 0.133, -0.082], [0.067, -0.082, -0.004], [-0.048, -0.077, -0.052], [-0.051, 0.060, -0.048], [-0.040, -0.031, -0.067], [0.041, 0.181, 0.087], [-0.250, 0.149, -0.267], [0.169, -0.060, -0.616], [-0.046, -0.167, 0.296], [-0.124, -0.012, 0.008], [0.040, -0.022, 0.003], [-0.018, -0.019, -0.059], [0.018, 0.009, 0.077], [0.133, 0.018, 0.192], [-0.203, -0.060, -0.223], [-0.084, -0.022, -0.240], [0.025, 0.006, 0.073], [-0.002, 0.000, 0.014], [0.004, -0.014, 0.019], [0.045, 0.074, 0.032], [0.018, 0.013, 0.015], [0.026, -0.020, 0.006], [0.009, -0.021, 0.013], [0.011, -0.004, 0.066], [0.074, -0.102, -0.024], [0.086, 0.022, -0.006], [-0.001, 0.014, 0.009], [-0.017, 0.001, -0.004], [-0.005, 0.006, -0.014], [-0.068, -0.084, -0.352], [0.271, 0.112, 0.318], [0.061, -0.228, 0.080], [-0.115, 0.102, -0.014], [-0.037, -0.069, -0.006], [0.056, -0.009, 0.002], [0.016, -0.012, 0.013], [-0.073, 0.032, -0.013], [0.091, 0.111, 0.021], [0.077, 0.044, 0.096], [-0.099, 0.266, -0.081], [-0.073, -0.110, -0.118], [0.090, -0.001, 0.056], [-0.008, 0.069, 0.018], [-0.009, -0.047, -0.038], [0.002, 0.021, 0.046], [-0.005, 0.020, -0.110], [0.247, 0.071, -0.063], [0.023, -0.012, 0.020], [-0.038, -0.006, -0.019], [0.011, 0.005, 0.006], [0.021, 0.018, 0.002], [-0.112, -0.021, 0.044], [-0.138, 0.025, -0.055], [-0.041, 0.028, -0.012], [0.001, 0.016, 0.002], [0.013, -0.012, -0.007], [0.008, 0.000, -0.003], [0.003, -0.018, -0.005], [-0.165, -0.111, -0.039], [-0.040, 0.041, -0.011], [-0.004, -0.004, 0.011], [-0.006, -0.003, 0.014], [-0.011, -0.021, 0.000], [0.002, 0.022, 0.058], [0.000, -0.016, 0.011], [0.012, 0.000, -0.010], [-0.005, 0.001, -0.012], [-0.012, -0.008, -0.009], [0.068, -0.037, -0.022]], "total_charge": 2, "fmax_ha_per_bohr": 0.036, "e_homo_ev": -13.00, "total_energy_ev": -96333.13751, "relative_energy_kcal_mol": 39.3}